Record 1
Entry from OMol25: the ion C7H13N2O with charge +1 (ωB97M-V/def2-TZVPD).

XYZ file:
```
23
Properties=species:S:1:pos:R:3:forces:R:3:nbo_charge:R:1
C -3.8797 0.3750 0.1287 2.4 4.6 -0.8 -0.197
C -2.6111 0.0162 0.0045 -0.1 -3.4 0.1 -0.173
C -2.3850 -1.5117 -0.0490 0.4 0.5 3.5 -0.659
C -1.4410 0.8707 -0.0780 0.1 -0.2 0.7 0.684
O -1.4017 2.0559 -0.1446 0.1 0.5 -0.3 -0.499
N -0.1680 0.1395 0.0594 1.5 2.2 0.2 -0.621
C 0.9536 0.8986 0.1518 1.3 -3.1 -0.7 0.415
N 2.1974 0.4477 0.1563 -2.1 -2.0 -1.6 -0.294
C 3.3378 1.3191 -0.0163 0.8 0.2 0.5 -0.417
C 2.4049 -1.0195 -0.0752 1.6 1.2 -1.5 -0.450
H -4.5987 -0.3355 0.1747 -2.3 -1.8 0.3 0.210
H -4.1003 1.4730 0.0544 -0.2 -1.2 0.3 0.230
H -2.3347 -1.9205 -0.9673 1.1 -0.8 -3.6 0.230
H -3.2336 -2.0776 0.2658 -1.1 0.2 0.8 0.247
H -1.6193 -1.9929 0.6192 -0.2 0.8 -0.6 0.199
H -0.0616 -0.8407 0.2044 -0.5 -0.6 -0.1 0.435
H 0.9337 1.9189 0.0854 -1.0 2.5 0.1 0.234
H 3.8748 1.1324 0.9463 0.4 0.6 -1.1 0.236
H 3.9561 0.9196 -0.9525 -1.3 1.5 2.0 0.249
H 2.9237 2.3908 0.0245 1.2 -1.5 -0.7 0.237
H 1.9130 -1.3890 -0.9417 -0.9 0.5 -1.3 0.227
H 3.4445 -1.3735 -0.3215 -0.8 0.9 1.3 0.264
H 1.8954 -1.4968 0.6708 -0.4 -1.7 2.5 0.214
```
Positions in Å, forces in eV/Å.

The HOMO-LUMO gap comes out at 9.675 eV. As for the SMILES: C=C(C)C(=O)/[NH+]=C/N(C)C. The calculation puts the relative energy (zero: lowest compared OMol25 entry of this formula, charge and spin) at 2.871 eV. The value obtained for the highest occupied orbital energy is -0.5107 hartree. As for the multiplicity: 1. Its charge is +1.

***

Record 2
Entry from OMol25: a structure of composition C38H27BrF4O2P2V (ωB97M-V/def2-TZVPD).

XYZ file:
```
75
Properties=species:S:1:pos:R:3:forces:R:3:mulliken_charge:R:1
V -1.6616 -1.0306 0.5278 -0.1 0.2 -0.8 0.140
F 2.6378 -7.0740 1.8093 0.0 0.0 0.0 -0.267
C 2.2719 -5.8414 1.5086 0.0 -0.1 0.0 0.532
C 3.0164 -4.7678 1.9506 0.0 0.0 0.0 0.297
F 4.1100 -4.9697 2.6695 0.0 0.0 0.0 -0.271
C 2.6282 -3.4782 1.6240 0.0 0.0 0.0 0.327
F 3.4411 -2.5032 2.0298 0.0 0.1 0.0 -0.390
C 1.4820 -3.2186 0.8809 0.0 0.0 0.0 0.601
P 0.8882 -1.5394 0.4418 -0.1 0.1 0.0 0.138
C 1.6876 -0.4104 1.6118 0.0 0.0 0.0 1.616
C 1.3607 -0.5655 2.9596 0.0 0.0 0.0 -0.976
C 1.9204 0.2670 3.9128 0.0 0.0 0.0 -0.989
C 2.7926 1.2759 3.5226 0.0 0.0 0.0 -0.595
C 3.0946 1.4542 2.1829 0.0 0.0 0.0 -1.005
C 2.5455 0.6121 1.2251 0.0 0.0 0.0 -0.322
C 1.5750 -1.3259 -1.2166 0.1 0.1 0.0 1.021
C 0.7097 -1.2557 -2.3048 0.0 0.0 0.0 -0.213
C 1.2147 -1.1991 -3.5942 0.0 0.0 0.0 -0.807
C 2.5855 -1.2033 -3.7979 0.0 0.0 0.0 -0.656
C 3.4567 -1.2749 -2.7175 0.0 0.0 0.1 -0.869
C 2.9556 -1.3478 -1.4281 0.0 0.0 0.0 -0.278
C 0.7732 -4.3287 0.4058 0.0 0.0 0.0 -0.301
Br -0.6708 -4.1304 -0.7811 0.0 0.0 0.0 -0.058
C 1.1550 -5.6167 0.7204 0.0 0.0 0.0 0.247
F 0.4794 -6.6649 0.2674 0.0 0.0 0.0 -0.311
H 0.6896 -1.3610 3.2709 0.0 0.0 0.0 0.527
H 1.6792 0.1285 4.9585 0.0 0.0 0.0 0.458
H 3.2309 1.9283 4.2664 0.0 0.0 0.0 0.441
H 3.7621 2.2496 1.8781 0.0 0.0 0.0 0.464
H 2.7964 0.7486 0.1829 0.0 0.0 -0.1 0.295
H -0.3647 -1.2613 -2.1571 0.0 0.0 0.0 0.310
H 0.5356 -1.1474 -4.4343 0.0 0.0 0.0 0.512
H 2.9811 -1.1579 -4.8046 0.0 0.0 0.0 0.433
H 4.5262 -1.2882 -2.8811 0.0 0.0 0.0 0.468
H 3.6346 -1.4274 -0.5872 0.0 0.0 0.0 0.435
C 0.2624 2.3920 -4.6109 0.0 0.0 0.0 -0.650
C 1.2301 2.4130 -3.6149 0.0 0.0 0.0 -0.846
C 0.8808 2.1428 -2.3031 0.0 0.0 0.0 -0.267
C -0.4478 1.8707 -1.9716 0.0 0.0 0.0 0.352
C -1.4126 1.8391 -2.9755 0.0 0.0 0.0 -0.930
C -1.0552 2.0983 -4.2925 0.0 0.0 0.0 -0.778
P -0.9025 1.4190 -0.2815 0.1 -0.2 0.0 2.325
C -0.1616 2.6532 0.8336 0.0 0.0 0.0 0.705
C 0.4408 3.8260 0.3846 0.0 0.0 0.1 -0.439
C 0.9039 4.7620 1.3005 0.0 0.0 0.0 -0.837
C 0.7540 4.5422 2.6606 0.0 0.0 0.0 -0.609
C 0.1387 3.3815 3.1109 0.0 0.0 0.0 -0.709
C -0.3102 2.4391 2.2022 0.0 0.0 0.0 -0.633
C -2.6579 1.6042 0.0111 0.0 0.0 0.1 0.702
C -3.5520 2.6398 -0.2519 0.0 0.0 0.0 -0.351
C -4.8015 2.5792 0.3369 0.0 0.0 0.0 -0.773
C -5.1372 1.5173 1.1819 0.0 0.0 0.0 -0.626
C -4.2424 0.4905 1.4328 0.0 0.0 0.0 -0.367
C -2.9772 0.5226 0.8333 0.0 -0.1 0.0 -0.583
H 0.5366 2.6045 -5.6361 0.0 0.0 0.0 0.427
H 2.2600 2.6344 -3.8633 0.0 0.0 0.0 0.459
H 1.6431 2.1505 -1.5341 0.0 0.0 0.0 0.338
H -2.4430 1.6083 -2.7307 0.0 0.0 0.0 0.425
H -1.8110 2.0780 -5.0665 0.0 0.0 0.0 0.448
H 0.5396 4.0222 -0.6730 0.0 0.0 0.0 0.511
H 1.3701 5.6719 0.9454 0.0 0.0 0.0 0.470
H 1.1092 5.2780 3.3703 0.0 0.0 0.0 0.427
H 0.0129 3.2089 4.1717 0.0 0.0 0.0 0.452
H -0.7920 1.5358 2.5581 0.0 0.0 0.0 0.283
H -3.2736 3.4746 -0.8837 0.0 0.0 0.0 0.530
H -5.5226 3.3653 0.1552 0.0 0.0 0.0 0.438
H -6.1186 1.4962 1.6394 0.0 0.0 0.0 0.421
H -4.5363 -0.3325 2.0729 0.0 0.0 0.0 0.554
C -4.8084 -3.4165 -0.3593 0.0 0.0 -0.1 -1.290
C -3.6074 -2.5335 -0.4283 0.4 0.0 0.3 0.826
O -3.1737 -2.0046 -1.4425 0.3 0.3 0.1 -0.547
O -2.9519 -2.3415 0.7122 -0.4 -0.4 0.6 -0.810
H -4.6208 -4.3111 -0.9542 0.0 0.0 0.0 0.325
H -5.6565 -2.9017 -0.8087 0.0 0.0 0.0 0.359
H -5.0287 -3.6950 0.6660 0.0 0.0 0.0 0.317
```
Positions in Å, forces in eV/Å.

The HOMO-LUMO gap (spin up / spin down) comes out at 7.723 / 8.238 eV. The calculation puts the relative energy (zero: lowest compared OMol25 entry of this formula, charge and spin) at 1.089 eV. The value obtained for the highest occupied orbital energy (spin up / spin down) is -0.4170 / -0.4177 hartree. As for the multiplicity: 3. The expectation value of S² is 2.04. Its charge is +1.

***

Record 3
Entry from OMol25: a structure of composition C4H28B5O2SV (ωB97M-V/def2-TZVPD).

XYZ file:
```
41
Properties=species:S:1:pos:R:3:forces:R:3:nbo_charge:R:1
V -1.1822 -0.8923 -0.2149 -1.8 -1.5 -0.8 0.887
B 0.1596 -2.6651 -1.5267 0.0 -2.0 -0.9 -0.546
H 0.8733 -2.6316 -2.5026 0.3 0.6 -0.1 -0.031
H 0.3040 -1.7524 -0.7686 0.7 0.6 0.3 -0.074
H -0.9677 -2.7541 -1.9112 -0.2 0.0 0.0 0.049
H 0.4014 -3.6996 -0.9453 0.2 0.0 0.4 -0.033
B -1.1426 -2.5548 1.5135 -0.4 -1.4 0.3 -0.598
H -0.2979 -1.7676 1.2681 1.5 0.7 0.3 -0.014
H -2.1411 -1.9888 1.2612 -1.0 0.5 -0.3 0.056
H -1.0123 -3.5062 0.8053 0.0 -0.1 -0.1 0.032
H -1.2926 -2.9262 2.6516 0.4 0.5 0.4 -0.009
B -2.0537 0.7482 1.1332 -0.2 1.6 0.6 -0.681
H -2.5235 1.1439 2.1702 -0.2 0.0 0.1 0.007
H -1.0181 0.2952 1.4388 0.8 -0.2 0.4 0.025
H -2.7224 -0.1385 0.7545 -0.7 -0.5 -0.4 0.073
H -1.9035 1.6138 0.3082 -0.1 0.2 -0.1 0.000
B -0.7518 0.1394 -2.5502 0.7 0.7 -0.1 -0.632
H -1.2125 0.9329 -3.3405 -0.4 0.0 -0.1 -0.026
H 0.4050 -0.1026 -2.7894 0.2 -0.1 -0.1 -0.026
H -0.7847 0.7199 -1.5072 0.1 0.7 1.0 -0.014
H -1.4080 -0.8106 -2.3477 -0.4 -0.8 -0.7 0.032
B -3.4434 -1.8556 -1.0782 -0.9 -0.6 0.2 -0.606
H -3.7735 -2.1792 -2.1915 0.2 0.1 -0.3 -0.022
H -2.6310 -2.5752 -0.6218 0.7 -0.6 0.0 0.060
H -3.0274 -0.7447 -1.0610 0.3 1.3 -0.2 0.004
H -4.3710 -1.9107 -0.2965 -0.2 0.2 0.2 -0.036
C 2.6085 3.3213 1.4095 -0.4 0.2 0.4 -0.408
C 3.6246 2.6860 0.4308 0.8 -0.5 0.6 -0.408
C 3.0755 1.3926 -0.1889 0.2 0.5 -0.2 -0.678
S 1.8481 0.8057 0.9715 -0.2 0.6 -0.5 2.232
O 2.5276 0.0982 2.0217 0.1 0.0 0.2 -0.934
O 0.7529 0.2545 0.2407 0.7 -0.5 0.0 -0.866
C 1.3667 2.4410 1.4969 -0.7 0.1 -0.3 -0.691
H 2.3086 4.3189 1.0874 0.0 0.0 -0.1 0.209
H 3.0315 3.4404 2.4080 0.2 -0.1 -0.1 0.207
H 4.5089 2.3896 1.0027 0.0 0.1 0.1 0.206
H 4.0002 3.3988 -0.3013 -0.3 -0.1 -0.2 0.211
H 3.8427 0.6274 -0.2732 -0.1 -0.1 -0.1 0.248
H 2.6125 1.5597 -1.1600 -0.3 -0.2 0.1 0.263
H 0.8066 2.3886 2.4294 0.4 -0.1 0.2 0.266
H 0.6028 2.7395 0.7737 0.1 -0.1 -0.2 0.267
```
Positions in Å, forces in eV/Å.

The HOMO-LUMO gap (spin up / spin down) comes out at 5.901 / 6.007 eV. The calculation puts the relative energy (zero: lowest compared OMol25 entry of this formula, charge and spin) at 1.250 eV. The value obtained for the highest occupied orbital energy (spin up / spin down) is -0.0682 / -0.0721 hartree. As for the multiplicity: 3. The expectation value of S² is 2.01. Its charge is -2.

***

Record 4
Entry from OMol25: a structure of composition C20H23Cl3IrN3O5Se (ωB97M-V/def2-TZVPD).

XYZ file:
```
56
Properties=species:S:1:pos:R:3:forces:R:3:nbo_charge:R:1
Ir -0.1416 0.4504 0.3296 0.1 0.0 0.2 1.099
O -0.2803 1.7916 2.3674 0.1 0.4 0.0 -0.767
C 0.8353 2.5770 2.7909 -0.3 -0.2 0.0 -0.069
C 1.8286 1.6878 3.5092 0.2 0.1 0.0 -0.406
C 2.2033 0.4560 2.6796 0.0 0.0 -0.1 -0.444
C 2.7968 0.8457 1.3531 0.0 -0.1 0.0 0.263
C 4.0998 1.3313 1.2871 0.0 -0.1 0.0 -0.250
C 4.6505 1.6762 0.0707 0.0 0.0 0.0 -0.140
C 3.8874 1.5143 -1.0764 -0.1 0.0 0.0 -0.258
C 2.5979 1.0452 -0.9461 0.1 0.0 0.1 0.062
N 2.0514 0.7353 0.2411 -0.2 0.1 -0.1 -0.507
H -0.8618 2.4289 1.8441 -0.1 -0.1 0.0 0.517
H 0.4868 3.3675 3.4601 0.0 0.0 0.0 0.187
H 1.2926 3.0612 1.9205 0.1 0.0 0.0 0.166
H 1.4400 1.3699 4.4778 -0.1 0.0 -0.1 0.221
H 2.7216 2.2893 3.7093 0.0 -0.1 0.0 0.203
H 1.3222 -0.1635 2.5123 0.0 0.0 0.0 0.240
H 2.9203 -0.1661 3.2193 0.1 0.1 0.0 0.228
H 4.6686 1.4213 2.2034 0.0 0.0 0.0 0.226
H 5.6618 2.0580 0.0161 0.0 0.0 0.0 0.225
H 4.2733 1.7439 -2.0593 0.0 0.0 0.0 0.231
H 1.9641 0.8993 -1.8077 0.0 0.0 0.0 0.220
C -0.6145 1.8167 -3.9655 -0.1 0.0 0.0 -0.683
C -0.6887 1.5980 -2.4884 -0.1 0.2 0.0 0.259
N -0.3762 0.4929 -1.9182 0.2 0.0 -0.2 -0.223
O 0.1499 -0.4868 -2.7560 -0.1 0.0 0.1 -0.570
C -1.1377 2.6738 -1.6026 0.1 -0.4 0.0 0.052
C -1.8215 3.9033 -2.0934 -0.1 0.1 0.0 -0.663
N -0.9384 2.4470 -0.3360 0.0 0.3 -0.1 -0.058
O -1.3238 3.2880 0.5492 0.1 0.0 0.1 -0.566
H 0.0561 1.1101 -4.4445 0.0 0.0 0.0 0.247
H -0.2942 2.8372 -4.1715 0.0 0.0 0.0 0.232
H -1.6075 1.6919 -4.4037 0.0 0.0 0.0 0.245
H 0.1703 -1.2532 -2.1601 0.0 -0.1 -0.1 0.492
H -2.3441 3.7178 -3.0316 0.0 0.0 0.0 0.215
H -1.1211 4.7282 -2.2516 0.0 0.0 0.0 0.222
H -2.5401 4.2312 -1.3439 0.0 0.0 0.0 0.256
Se -0.0363 -2.0686 0.4317 0.1 -0.4 0.2 0.188
C -0.4386 -3.9003 0.0219 0.0 0.3 -0.1 -0.232
C 0.2165 -4.9049 0.7232 0.0 -0.2 0.0 -0.221
C -0.0707 -6.2323 0.4341 0.0 0.1 0.0 -0.206
C -1.0157 -6.5441 -0.5339 0.0 0.0 0.0 -0.198
C -1.6758 -5.5303 -1.2166 -0.1 0.0 -0.1 -0.223
C -1.3878 -4.2007 -0.9488 0.0 -0.2 0.1 -0.153
H 0.9366 -4.6553 1.4912 0.0 0.0 0.0 0.223
H 0.4367 -7.0212 0.9742 0.0 0.0 0.0 0.217
H -1.2466 -7.5789 -0.7509 0.0 0.0 0.0 0.216
H -2.4243 -5.7744 -1.9597 0.0 0.0 0.0 0.218
H -1.9147 -3.4057 -1.4603 0.0 0.0 0.0 0.219
Cl -5.0118 -0.6307 -0.6342 0.0 0.0 0.0 0.002
C -4.4634 -0.3794 1.0516 -0.2 0.0 0.0 -0.190
Cl -4.8230 1.2791 1.5394 0.0 -0.1 0.0 0.043
Cl -5.3256 -1.4935 2.1184 0.1 0.0 -0.1 0.036
C -2.9259 -0.6809 1.0341 0.1 0.3 0.1 0.746
O -2.5857 -1.8453 1.1947 0.1 0.0 -0.1 -0.639
O -2.2307 0.3507 0.8056 -0.4 -0.3 0.0 -0.749
```
Positions in Å, forces in eV/Å.

The HOMO-LUMO gap (spin up / spin down) comes out at 6.955 / 6.469 eV. The value obtained for the highest occupied orbital energy (spin up / spin down) is -0.2519 / -0.2943 hartree. As for the multiplicity: 5. The expectation value of S² is 6.02.

***

no.,strongest force on any atom (eV Å⁻¹)
1,5.3
2,0.9
3,2.5
4,0.5